(1)
# C10H12F5N5SeV

A molecular structure, C10H12F5N5SeV in a non-equilibrium geometry (ωB97M-V/def2-TZVPD, the Open Molecules 2025 dataset).

Geometry (Å):
V1 0.00 0.00 0.00
C1 5.03 -0.27 1.80
N1 4.14 0.42 0.86
C2 4.74 0.60 -0.46
C3 2.77 0.22 0.95
N2 2.00 0.00 -0.05
N3 2.27 0.30 2.23
C4 0.98 0.24 2.71
N4 0.89 0.45 4.04
N5 -0.05 0.00 1.99
H1 6.08 0.00 1.63
H2 4.93 -1.35 1.70
H3 4.81 0.01 2.84
H4 5.77 0.98 -0.38
H5 4.18 1.33 -1.05
H6 4.77 -0.35 -1.01
H7 2.34 0.00 -1.12
H8 2.86 0.86 2.82
H9 1.59 -0.07 4.57
H10 -0.03 0.25 4.40
H11 -1.10 0.00 2.39
F1 -8.62 -0.15 -0.11
C5 -7.26 -0.12 -0.08
C6 -6.56 -0.87 0.86
F2 -7.24 -1.64 1.75
C7 -5.16 -0.84 0.89
F3 -4.49 -1.57 1.81
C8 -4.46 -0.05 -0.03
Se1 -2.54 0.00 0.00
C9 -5.17 0.71 -0.98
F4 -4.50 1.48 -1.88
C10 -6.57 0.67 -1.01
F5 -7.25 1.40 -1.92
H12 0.00 1.75 0.00

HOMO (alpha / beta): -6.31 / -6.97 eV
Spin multiplicity: 4
LUMO energy (alpha / beta): -0.18 / -0.19 eV
Gap between HOMO and LUMO (alpha / beta): 0.226 / 0.249 hartree
DFT total energy: -122633.096 eV


(2)
# C10H12N

A gas-phase ion, C10H12N (charge +1) in a non-equilibrium geometry (ωB97M-V/def2-TZVPD, the Open Molecules 2025 dataset).

Geometry (Å):
C1 2.99 -0.28 0.03
C2 2.25 -1.46 0.08
C3 2.37 0.90 -0.07
C4 0.90 -1.40 -0.13
C5 0.96 0.98 0.01
C6 0.22 -0.20 -0.01
C7 0.25 2.27 0.16
C8 -1.01 2.37 0.00
C9 -1.25 -0.20 -0.04
C10 -2.01 -0.55 -1.22
N1 -1.86 -0.55 1.27
H1 4.01 -0.45 0.02
H2 2.64 -2.37 0.15
H3 3.07 1.70 -0.05
H4 0.19 -2.32 -0.20
H5 0.97 3.17 0.50
H6 -2.01 2.37 -0.30
H7 -1.70 -0.11 -2.16
H8 -2.97 -0.21 -1.22
H9 -1.85 -1.51 -1.56
H10 -2.84 -0.62 1.24
H11 -1.64 0.07 1.97
H12 -1.66 -1.59 1.52

HOMO (alpha / beta): -11.91 / -12.29 eV
Energy above the lowest of the compared OMol25 structures with the same formula, charge and spin: 127.1 kcal/mol
LUMO energy (alpha / beta): -4.13 / -3.45 eV
Total charge: +1
Gap between HOMO and LUMO (alpha / beta): 0.286 / 0.325 hartree
DFT total energy: -12042.539 eV


(3)
# C10H12N2O2

C10H12N2O2 in the gas phase in a non-equilibrium geometry (ωB97M-V/def2-TZVPD, the Open Molecules 2025 dataset).

Geometry (Å):
C1 -1.89 -2.27 2.12
C2 -0.64 -2.70 2.43
C3 -1.99 -1.09 1.37
C4 0.49 -1.93 2.11
C5 -0.90 -0.37 1.01
C6 0.41 -0.69 1.51
C7 -0.93 0.51 -0.20
C8 1.49 0.19 1.26
C9 -0.13 2.43 -2.04
C10 1.43 0.54 -3.00
N1 0.17 0.31 -0.98
N2 0.45 1.12 -1.99
O1 -1.91 1.27 -0.33
O2 1.58 1.50 1.46
H1 -2.70 -2.94 2.35
H2 -0.37 -3.70 2.87
H3 -3.00 -1.03 0.95
H4 1.50 -2.40 2.29
H5 2.45 -0.13 1.40
H6 -0.70 2.66 -3.08
H7 -0.99 2.42 -1.41
H8 0.70 3.18 -1.92
H9 2.13 1.38 -3.21
H10 1.91 -0.17 -2.52
H11 0.77 0.19 -3.72
H12 0.68 1.72 1.28

HOMO (alpha / beta): -6.73 / -7.83 eV
Energy above the lowest of the compared OMol25 structures with the same formula, charge and spin: 113.3 kcal/mol
LUMO energy (alpha / beta): -0.56 / 0.10 eV
Gap between HOMO and LUMO (alpha / beta): 0.227 / 0.291 hartree
DFT total energy: -17634.680 eV